DFT (ωB97M-V/def2-TZVPD) results for the molecule C4H4O.

```
9
Properties=species:S:1:pos:R:3:mulliken_charge:R:1
C 1.09229 0.50699 1.01254 -0.18
C -0.06576 0.67089 0.19340 0.44
O 0.41960 1.79369 0.76367 -0.41
C -1.07457 -0.89988 -1.44467 -0.61
H 1.01155 0.08710 2.00847 0.22
C -0.91569 0.07259 -0.57872 -0.15
H -0.24881 -1.08020 -2.12631 0.23
H 2.04844 0.40932 0.49935 0.21
H -1.92157 -1.57334 -1.48885 0.25
```

Summary:
2S+1: 1
HOMO-LUMO gap: 9.7 eV
energy: -229.90643 Eh
HOMO level: -9.00 eV
SMILES: C=C=C1CO1

---

DFT (ωB97M-V/def2-TZVPD) results for the molecule C2H3N3O at a distorted geometry.

```
9
Properties=species:S:1:pos:R:3:mulliken_charge:R:1
N -0.17383 -1.29915 -0.67017 -0.27
H 0.81469 1.31071 -1.18616 0.26
O -1.81371 -1.37118 0.68898 -0.12
H 0.76885 1.84925 0.50555 0.31
N -1.15198 -1.96779 -0.25031 0.03
C -0.14503 -0.08364 0.06441 0.62
H 1.86416 0.52206 0.06152 0.25
N -1.05709 0.06321 0.93569 -0.29
C 0.89395 0.97653 -0.14950 -0.80
```

Summary:
2S+1: 1
HOMO-LUMO gap: 12.0 eV
energy: -317.41247 Eh
HOMO level: -11.71 eV
SMILES: Cc1nnon1

---

DFT (ωB97M-V/def2-TZVPD) results for a 2-piece molecular cluster, C5H9N2O2S overall at a distorted geometry.

```
19
Properties=species:S:1:pos:R:3:mulliken_charge:R:1
O -0.67814 -1.19629 1.19110 -0.64
H 1.12333 -4.27304 -1.03340 0.43
H -1.66843 2.20500 -0.32472 0.34
H -1.28669 1.39728 -2.57859 0.31
H 0.45816 2.24150 1.95632 0.33
N -0.17690 0.80758 -0.86633 0.03
H 1.50301 1.42760 3.14806 0.34
O 1.10013 -3.23352 -1.22174 -0.48
C 0.57827 -2.43372 -0.38657 0.34
C 1.05778 0.53599 -0.54300 -0.09
C -1.48626 1.14680 -0.29135 -0.47
N -0.11226 -2.00904 0.46341 0.41
S 1.95386 0.67647 0.89846 0.13
H -1.70049 -0.34268 -2.07701 0.22
H 0.06463 0.57288 2.30740 0.25
H 1.72306 0.16915 -1.37513 0.36
C 0.83800 1.28840 2.19636 -0.75
H -2.00412 0.30690 0.30444 0.26
C -1.28693 0.71275 -1.76772 -0.33
```

Summary:
2S+1: 1
HOMO-LUMO gap: 9.0 eV
energy: -853.63088 Eh
HOMO level: -13.04 eV
charge: +1

---

DFT (ωB97M-V/def2-TZVPD) results for a 2-piece molecular cluster, C3H8NO4 overall at a distorted geometry.

```
16
Properties=species:S:1:pos:R:3:mulliken_charge:R:1
H -0.01784 0.79233 -1.70124 0.30
O 0.14757 -2.60232 -2.23966 -0.68
H -1.30091 -0.36346 -0.17119 0.27
N 0.56237 0.28945 -1.03656 -0.74
O 0.94712 -1.94732 0.83415 -0.52
H 1.30859 0.94774 -0.79925 0.25
C 0.32045 -0.74579 1.20310 -0.58
O 0.02673 2.04279 1.55044 -0.67
C -0.34070 0.06812 0.14092 0.12
O -1.35809 2.23959 -0.27131 -0.71
H 1.44586 -1.90760 0.02126 0.33
H -0.68540 -2.72404 -1.78824 0.30
H -0.46070 -0.92787 1.99266 0.24
H 0.32130 -1.65702 -2.10755 0.34
H 1.09796 -0.15223 1.72743 0.26
C -0.62267 1.70320 0.56618 0.50
```

Summary:
2S+1: 1
HOMO-LUMO gap: 7.6 eV
energy: -474.88404 Eh
HOMO level: -3.80 eV
charge: -1

---

DFT (ωB97M-V/def2-TZVPD) results for a 3-piece molecular cluster, C5H14O3 overall at a distorted geometry.

```
22
Properties=species:S:1:pos:R:3:mulliken_charge:R:1
H 0.16479 -1.10948 -1.65182 0.23
H 0.78562 -0.73623 2.49336 0.24
C 0.47163 -1.17464 0.58274 -0.37
C 2.28928 0.54669 1.20255 -0.57
H 2.21004 -1.60654 1.88364 0.39
C 1.30239 1.70097 0.93304 -0.02
H -4.85097 0.43175 0.46348 0.30
H -3.93054 1.47385 -0.09265 0.33
H -0.38219 -0.46914 0.62363 0.16
O -2.38973 0.54291 -3.13314 -0.62
H 1.57992 -0.05931 -1.22566 0.23
O -4.03085 0.50226 -0.07712 -0.62
C 1.03947 -1.05368 -0.83486 -1.03
H 3.08116 0.46303 0.29851 0.25
H 1.69328 -1.86094 -1.05281 0.35
H -2.94186 0.39100 -3.83522 0.29
H 0.29206 1.48199 1.00126 0.42
H 0.19058 -2.16561 0.84265 0.40
H 2.84935 0.88013 2.04574 0.40
O 1.60227 2.80254 0.43445 -0.53
H -2.57144 -0.17268 -2.48131 0.32
C 1.54574 -0.80886 1.57955 -0.55
```

Summary:
2S+1: 1
HOMO-LUMO gap: 10.2 eV
energy: -424.54622 Eh
HOMO level: -9.69 eV
SMILES: CCCCC=O.O.O

---

DFT (ωB97M-V/def2-TZVPD) results for C12H30N2O8SV as an isolated structure at a distorted geometry.

```
54
Properties=species:S:1:pos:R:3:mulliken_spin:R:1
O -0.74821 0.81218 -3.80622 0.00
H 1.95086 -0.85984 1.92007 0.00
V -0.17415 0.03577 -0.60762 1.93
C 2.61044 1.76783 -0.09598 0.01
H -1.27279 3.99417 -0.47610 0.00
C -2.03982 -0.25061 2.24520 0.00
H -0.59825 0.80196 3.45018 0.00
O 0.62071 -0.43437 -2.38889 -0.01
C -2.78830 1.85740 -0.91137 0.01
C 3.04654 -1.86446 -0.74562 0.00
C -3.17363 -1.41899 0.56878 0.00
H -3.16446 0.88696 -0.62285 0.00
H -0.93673 -3.72301 -0.05179 0.00
H 0.82987 -1.05626 3.20705 0.00
N 0.25527 0.18910 1.61972 0.01
H 4.26726 0.30402 0.23329 0.00
H 1.12110 -3.13944 1.48157 0.00
H -1.92869 -1.18751 2.79772 0.00
O 2.48389 -0.65959 -0.19438 0.01
C 0.41122 -2.31145 1.45614 0.01
H 0.91681 0.95721 1.76103 0.00
O -0.91405 -1.63293 -3.71983 0.00
H -3.08131 -2.19604 1.32398 0.00
H 1.24949 3.87647 -0.75694 0.00
H 2.28323 -2.63159 -0.70641 0.00
C 3.40651 0.46174 -0.40859 0.00
H -1.13600 1.66476 1.95367 0.00
H -0.76891 -2.61344 -1.56477 0.00
O -1.54400 -0.32630 -1.86582 -0.01
H 0.66638 3.15054 0.76942 0.00
H 0.60074 -3.66095 -1.02773 0.00
H 3.92733 -2.07893 -0.14690 0.00
H 3.70484 0.39917 -1.45206 0.00
C -0.89785 0.70266 2.41625 0.02
H -3.21248 2.73529 -0.42383 0.00
O -1.41463 1.90497 -0.44259 -0.02
C -0.31071 -3.14771 -0.73821 0.01
N 1.27229 1.79222 -0.71875 0.00
H -3.03402 0.05923 2.58249 0.00
O 0.15912 -2.02369 0.09833 0.00
H -2.75236 1.85305 -2.00702 0.00
C 0.90575 -1.02446 2.11534 0.00
H 2.49172 1.89208 0.99377 0.00
H 1.49184 2.06595 -1.68654 0.01
H -4.10508 -0.87533 0.79863 0.00
H -3.09049 -1.71301 -0.47664 0.00
H 3.12520 2.67944 -0.41419 0.00
H -0.50407 -2.75632 1.86278 0.00
H 3.43215 -1.66833 -1.75224 0.00
O -2.04373 -0.56625 0.81917 -0.02
C 0.63428 3.08774 -0.32756 0.01
C -0.73306 3.13396 -0.88031 0.01
S -0.66886 -0.41827 -3.07760 0.02
H -0.82816 3.17325 -1.97928 0.00
```

Summary:
2S+1: 3
HOMO-LUMO gap (spin up / spin down): 9.3 / 9.6 eV
energy: -2528.63983 Eh
<S²>: 2.011
HOMO level (spin up / spin down): -12.02 / -12.21 eV
charge: +1

---

Which value of 2S+1 does entry 3 give? 1